C13H14Cl2N2O | wB97M-V/def2-TZVPD

As for the maximum force: 0.1075 Eh/bohr. For the gap between HOMO and LUMO, the calculation gives 2.73 eV. The highest occupied orbital energy comes out at -4.28 eV. For the total energy, the calculation gives -43768.22344 eV.

ORCA input file:
```
! wB97M-V def2-TZVPD RIJCOSX def2/J DEFGRID3
* xyz 0 1
C 4.227 -1.559 0.764
C 2.758 -0.998 1.158
Cl 1.894 -1.953 2.489
C 2.205 0.133 0.517
Cl 3.141 1.071 -0.777
N 0.850 0.613 0.847
C 0.367 1.835 1.459
C -1.159 1.597 1.488
N -1.402 0.297 0.899
C -2.642 -0.469 0.648
C -3.247 -1.333 1.782
C -4.534 -2.149 1.417
C -5.130 -2.077 -0.033
C -4.520 -1.183 -1.163
C -3.242 -0.374 -0.802
C -0.178 -0.324 0.470
H 5.047 -1.067 1.385
H 4.333 -1.396 -0.361
H 4.161 -2.702 0.920
H 1.010 2.708 1.794
H -1.951 2.302 1.891
H -2.746 -1.341 2.804
H -5.015 -2.785 2.232
H -6.062 -2.685 -0.320
H -4.943 -1.129 -2.229
H -2.712 0.298 -1.554
H 0.044 -1.327 -0.013
C 3.885 3.206 -3.582
O 3.739 3.369 -4.887
H 3.417 2.302 -3.128
H 4.923 3.120 -3.193
H 3.480 4.003 -2.921
*
```



C48H44AsN3O2PSn | wB97M-V/def2-TZVPD

As for the maximum force: 0.0135 Eh/bohr. For the gap between HOMO and LUMO, the calculation gives 7.19 eV. The calculation puts the relative energy (zero: lowest compared OMol25 entry of this formula, charge and spin) at 10.3 kcal per mole. The highest occupied orbital energy comes out at -10.41 eV. For the total energy, the calculation gives -135010.25029 eV.

ORCA input file:
```
! wB97M-V def2-TZVPD RIJCOSX def2/J DEFGRID3
* xyz 1 1
Sn -0.666 -0.879 -2.759
C -1.973 3.496 -3.799
C -1.899 2.027 -3.540
N -0.796 1.389 -3.389
N 0.378 2.065 -3.527
C 1.414 1.268 -3.318
O 1.336 0.032 -2.988
C 2.765 1.868 -3.473
C 3.883 1.041 -3.409
C 5.158 1.583 -3.505
C 5.319 2.954 -3.658
C 4.203 3.781 -3.720
C 2.931 3.241 -3.634
C -3.142 1.220 -3.471
C -4.391 1.767 -3.715
C -5.511 0.952 -3.633
C -5.359 -0.390 -3.326
C -4.076 -0.865 -3.115
N -3.004 -0.079 -3.186
H -0.984 3.930 -3.708
H -2.652 3.969 -3.087
H -2.346 3.696 -4.808
H 3.742 -0.025 -3.281
H 6.025 0.934 -3.457
H 6.313 3.378 -3.739
H 4.330 4.851 -3.834
H 2.056 3.877 -3.686
H -4.492 2.814 -3.973
H -6.497 1.367 -3.805
H -6.211 -1.053 -3.250
H -3.889 -1.912 -2.884
C 0.640 -3.717 -0.409
C -0.524 -4.224 -1.236
O -1.328 -3.427 -1.699
C -0.675 -5.679 -1.499
C -0.234 -6.633 -0.583
C -0.443 -7.982 -0.829
C -1.063 -8.384 -2.004
C -1.488 -7.438 -2.929
C -1.308 -6.090 -2.671
H 1.111 -2.894 -0.951
H 1.386 -4.478 -0.205
H 0.260 -3.312 0.533
H 0.246 -6.325 0.340
H -0.122 -8.718 -0.103
H -1.222 -9.438 -2.196
H -1.971 -7.752 -3.846
H -1.637 -5.341 -3.381
C -0.828 -0.520 1.674
C -0.780 0.577 2.722
As -0.649 -0.205 4.536
C 1.088 -1.065 4.259
C 2.249 -0.339 3.996
C 3.455 -0.997 3.791
C 3.510 -2.386 3.834
C 2.358 -3.117 4.093
C 1.153 -2.456 4.310
C 0.006 1.393 5.444
C 0.642 1.214 6.671
C 1.150 2.301 7.367
C 1.021 3.584 6.845
C 0.370 3.773 5.634
C -0.140 2.681 4.938
P -0.679 0.142 -0.061
C -2.097 1.299 -0.029
C -3.331 0.640 -0.091
C -4.522 1.340 0.029
C -4.499 2.719 0.194
C -3.283 3.384 0.252
C -2.087 2.680 0.151
C 0.942 0.977 -0.004
C 1.221 2.307 -0.316
C 2.525 2.785 -0.242
C 3.569 1.936 0.090
C 3.309 0.597 0.350
C 2.006 0.125 0.314
H -1.769 -1.070 1.726
H -0.018 -1.236 1.825
H -1.684 1.183 2.688
H 0.079 1.233 2.572
H 2.218 0.746 3.970
H 4.355 -0.423 3.603
H 4.454 -2.898 3.679
H 2.399 -4.199 4.139
H 0.257 -3.025 4.533
H 0.748 0.217 7.084
H 1.647 2.149 8.318
H 1.423 4.433 7.385
H 0.259 4.771 5.227
H -0.658 2.849 4.000
H -3.353 -0.439 -0.219
H -5.468 0.812 -0.005
H -5.426 3.273 0.293
H -3.260 4.457 0.401
H -1.159 3.221 0.250
H 0.443 2.975 -0.651
H 2.723 3.826 -0.471
H 4.584 2.316 0.132
H 4.117 -0.087 0.578
H 1.819 -0.921 0.541
*
```



C30H23Cl2N4O4PV | wB97M-V/def2-TZVPD

As for the maximum force: 0.0888 Eh/bohr. For the gap between HOMO and LUMO (alpha / beta), the calculation gives 7.19 / 7.25 eV. The highest occupied orbital energy (alpha / beta) comes out at -11.56 / -11.51 eV. For the total energy, the calculation gives -105651.40172 eV.

ORCA input file:
```
! wB97M-V def2-TZVPD RIJCOSX def2/J DEFGRID3
* xyz 1 1
V 8.903 11.659 14.354
C 5.935 9.157 14.497
C 7.296 8.858 14.092
N 8.308 9.737 14.189
C 9.460 9.130 13.531
C 9.077 7.916 13.077
N 7.724 7.745 13.457
C 9.792 6.797 12.412
O 11.102 6.922 12.248
O 9.150 5.828 12.088
C 10.728 9.766 13.645
O 11.793 9.186 13.288
O 10.717 11.032 14.042
H 5.914 10.142 14.962
H 5.587 8.422 15.235
H 5.319 9.116 13.612
H 7.221 6.915 13.200
H 11.436 7.837 12.592
Cl 6.583 14.713 16.363
C 7.440 13.796 17.511
C 7.273 14.121 18.865
C 8.053 13.427 19.817
C 8.990 12.480 19.431
C 9.098 12.158 18.081
Cl 10.142 10.936 17.581
C 8.342 12.798 17.047
N 8.417 12.471 15.724
H 6.544 14.887 19.093
H 7.892 13.629 20.856
H 9.602 11.926 20.121
N 8.227 12.457 12.956
P 8.839 13.456 11.882
C 7.747 14.898 11.774
C 6.466 14.826 12.349
C 5.667 15.964 12.313
C 6.078 17.153 11.689
C 7.328 17.192 11.115
C 8.192 16.075 11.204
C 10.520 13.901 12.365
C 11.574 14.131 11.511
C 12.872 14.367 11.988
C 13.071 14.511 13.364
C 11.972 14.429 14.226
C 10.716 14.154 13.742
C 8.928 12.732 10.221
C 9.628 11.539 10.066
C 9.540 10.845 8.880
C 8.816 11.376 7.798
C 8.176 12.631 7.959
C 8.242 13.289 9.177
H 6.136 13.934 12.859
H 4.650 15.917 12.695
H 5.423 17.986 11.584
H 7.671 18.078 10.589
H 9.185 16.144 10.744
H 11.414 14.016 10.432
H 13.679 14.407 11.275
H 14.080 14.662 13.735
H 12.131 14.530 15.297
H 9.891 14.168 14.457
H 10.255 11.147 10.885
H 9.908 9.841 8.852
H 8.720 10.822 6.861
H 7.644 13.072 7.131
H 7.857 14.304 9.258
*
```



C3H4N2OS2 | wB97M-V/def2-TZVPD

The structure (SMILES) is N[C@@H]1SC(=S)N=C1O. As for the maximum force: 0.0782 Eh/bohr. For the gap between HOMO and LUMO, the calculation gives 8.22 eV. The calculation puts the relative energy (zero: lowest compared OMol25 entry of this formula, charge and spin) at 23.5 kcal per mole. The highest occupied orbital energy comes out at -8.54 eV. For the total energy, the calculation gives -29873.12393 eV.

ORCA input file:
```
! wB97M-V def2-TZVPD RIJCOSX def2/J DEFGRID3
* xyz 0 1
N -0.363 -1.507 0.912
C -0.464 -0.585 -0.082
S 0.637 -0.684 -1.591
C 0.887 1.102 -1.576
S 1.487 1.954 -2.805
N 0.390 1.629 -0.423
C -0.179 0.841 0.402
O -0.458 1.210 1.607
H 0.571 -1.370 1.343
H -0.473 -2.463 0.768
H -1.455 -0.562 -0.638
H -0.580 0.433 2.084
*
```



C37H25AsN5O4SSn | wB97M-V/def2-TZVPD

As for the maximum force: 0.0855 Eh/bohr. For the gap between HOMO and LUMO, the calculation gives 6.18 eV. The calculation puts the relative energy (zero: lowest compared OMol25 entry of this formula, charge and spin) at 18.9 kcal per mole. The highest occupied orbital energy comes out at -10.40 eV. For the total energy, the calculation gives -131911.74119 eV.

ORCA input file:
```
! wB97M-V def2-TZVPD RIJCOSX def2/J DEFGRID3
* xyz 1 1
Sn 0.026 -1.411 1.591
S -6.253 -5.475 3.722
N -5.597 -5.369 2.229
C -4.418 -4.730 2.396
C -3.589 -4.321 1.304
C -3.735 -4.711 0.006
C -2.836 -4.268 -0.947
C -1.809 -3.465 -0.530
N -1.604 -3.065 0.731
C -2.484 -3.535 1.664
C -2.236 -3.034 3.026
N -1.094 -2.381 3.261
C -0.594 -2.225 4.534
C -1.244 -2.797 5.602
C -2.429 -3.516 5.396
C -2.981 -3.575 4.153
C -4.181 -4.283 3.792
N -5.160 -4.695 4.613
H -4.556 -5.323 -0.220
H -3.018 -4.499 -2.008
H -1.104 -2.978 -1.262
H 0.304 -1.588 4.629
H -0.743 -2.766 6.544
H -2.875 -4.077 6.167
O 1.243 0.037 2.991
C 0.967 1.262 3.344
C -0.170 1.993 2.955
C -0.270 3.270 3.439
C -1.324 4.073 2.961
C -2.416 3.573 2.202
C -2.438 2.243 1.957
C -1.332 1.445 2.238
O -1.443 0.183 1.852
N -1.327 5.498 3.275
O -2.166 6.170 2.671
O -0.491 5.904 4.125
H 1.723 1.728 3.948
H 0.477 3.682 4.115
H -3.125 4.287 1.839
H -3.236 1.706 1.467
C -0.440 1.398 -6.296
C -1.135 1.748 -5.173
C -0.714 1.375 -3.891
C 0.468 0.625 -3.749
C 1.093 0.123 -4.901
C 0.618 0.490 -6.143
As 1.261 0.396 -1.992
C 3.076 -0.248 -2.506
C 3.443 -1.552 -2.158
C 4.676 -2.122 -2.624
C 5.427 -1.407 -3.554
C 5.051 -0.126 -3.921
C 3.903 0.467 -3.378
C 2.126 2.176 -1.593
C 3.248 2.226 -0.735
C 3.751 3.431 -0.281
C 3.176 4.638 -0.683
C 2.091 4.596 -1.594
C 1.634 3.363 -2.124
H -0.705 1.843 -7.270
H -2.067 2.259 -5.232
H -1.191 1.750 -2.992
H 1.936 -0.554 -4.779
H 1.139 0.107 -6.993
H 2.765 -2.137 -1.537
H 4.975 -3.104 -2.374
H 6.322 -1.832 -3.983
H 5.670 0.442 -4.630
H 3.577 1.460 -3.688
H 3.822 1.327 -0.514
H 4.600 3.400 0.426
H 3.571 5.567 -0.234
H 1.620 5.506 -1.912
H 0.748 3.398 -2.761
*
```



maximum force of number 5 (C37H25AsN5O4SSn)? 0.0855 Eh/bohr



Which of these has the lowest maximum force? C48H44AsN3O2PSn



Copy entry 5 word for word.
C37H25AsN5O4SSn | wB97M-V/def2-TZVPD

As for the maximum force: 0.0855 Eh/bohr. For the gap between HOMO and LUMO, the calculation gives 6.18 eV. The calculation puts the relative energy (zero: lowest compared OMol25 entry of this formula, charge and spin) at 18.9 kcal per mole. The highest occupied orbital energy comes out at -10.40 eV. For the total energy, the calculation gives -131911.74119 eV.

ORCA input file:
```
! wB97M-V def2-TZVPD RIJCOSX def2/J DEFGRID3
* xyz 1 1
Sn 0.026 -1.411 1.591
S -6.253 -5.475 3.722
N -5.597 -5.369 2.229
C -4.418 -4.730 2.396
C -3.589 -4.321 1.304
C -3.735 -4.711 0.006
C -2.836 -4.268 -0.947
C -1.809 -3.465 -0.530
N -1.604 -3.065 0.731
C -2.484 -3.535 1.664
C -2.236 -3.034 3.026
N -1.094 -2.381 3.261
C -0.594 -2.225 4.534
C -1.244 -2.797 5.602
C -2.429 -3.516 5.396
C -2.981 -3.575 4.153
C -4.181 -4.283 3.792
N -5.160 -4.695 4.613
H -4.556 -5.323 -0.220
H -3.018 -4.499 -2.008
H -1.104 -2.978 -1.262
H 0.304 -1.588 4.629
H -0.743 -2.766 6.544
H -2.875 -4.077 6.167
O 1.243 0.037 2.991
C 0.967 1.262 3.344
C -0.170 1.993 2.955
C -0.270 3.270 3.439
C -1.324 4.073 2.961
C -2.416 3.573 2.202
C -2.438 2.243 1.957
C -1.332 1.445 2.238
O -1.443 0.183 1.852
N -1.327 5.498 3.275
O -2.166 6.170 2.671
O -0.491 5.904 4.125
H 1.723 1.728 3.948
H 0.477 3.682 4.115
H -3.125 4.287 1.839
H -3.236 1.706 1.467
C -0.440 1.398 -6.296
C -1.135 1.748 -5.173
C -0.714 1.375 -3.891
C 0.468 0.625 -3.749
C 1.093 0.123 -4.901
C 0.618 0.490 -6.143
As 1.261 0.396 -1.992
C 3.076 -0.248 -2.506
C 3.443 -1.552 -2.158
C 4.676 -2.122 -2.624
C 5.427 -1.407 -3.554
C 5.051 -0.126 -3.921
C 3.903 0.467 -3.378
C 2.126 2.176 -1.593
C 3.248 2.226 -0.735
C 3.751 3.431 -0.281
C 3.176 4.638 -0.683
C 2.091 4.596 -1.594
C 1.634 3.363 -2.124
H -0.705 1.843 -7.270
H -2.067 2.259 -5.232
H -1.191 1.750 -2.992
H 1.936 -0.554 -4.779
H 1.139 0.107 -6.993
H 2.765 -2.137 -1.537
H 4.975 -3.104 -2.374
H 6.322 -1.832 -3.983
H 5.670 0.442 -4.630
H 3.577 1.460 -3.688
H 3.822 1.327 -0.514
H 4.600 3.400 0.426
H 3.571 5.567 -0.234
H 1.620 5.506 -1.912
H 0.748 3.398 -2.761
*
```



What is the maximum force in the second record? 0.0135 Eh/bohr